This record from the OMol25 dataset describes 4 unconnected molecules or ions with the total composition C18H34ClNO5 in a non-equilibrium geometry. The level of theory is ωB97M-V/def2-TZVPD.

Computed properties:
Total energy: -1596.975070 Ha
SMILES string: Cc1ccc(COC(=O)NCl)cc1.CC(C)O.CC(C)O.CC(C)O
HOMO energy: -8.322 eV

Geometry as XYZ:
```
59
Properties=species:S:1:pos:R:3:forces:R:3
H -0.07977 -1.49451 -4.41128 -0.1 -0.1 0.0
C 0.06400 2.97513 6.60070 -0.1 0.3 -0.2
C -0.76123 0.18901 0.78112 3.5 -0.7 2.0
H 2.19073 3.30217 6.57129 0.0 -0.2 -0.2
H 1.23688 2.78916 -7.37898 0.0 -0.2 0.0
C -3.31969 -1.20540 1.10308 1.9 -6.6 -1.7
C 3.44693 -1.15905 2.97140 -1.1 -0.1 -0.3
H 1.82734 1.44663 3.43042 -0.8 -1.8 -1.7
C 0.73328 1.37413 -5.81429 0.5 0.2 -0.4
C -0.03931 1.18168 1.91636 1.8 -3.9 -1.1
H -0.36333 3.02198 -6.68798 0.1 -0.2 0.0
C 1.37212 0.72496 2.62858 -2.4 -2.2 -3.2
C -0.00163 -1.23395 0.36169 1.4 2.2 2.6
N -3.74878 -0.82737 2.50355 1.1 -0.3 -2.8
H -1.18463 -2.83500 -2.05191 0.1 -0.3 -0.3
H 2.01862 -0.30414 -5.35302 -0.1 0.1 -0.1
H 2.07545 2.61560 -5.11596 -0.4 -0.2 0.1
H 1.56932 2.57844 8.89669 0.0 -0.1 -0.1
C -1.11404 -1.85480 -4.42530 0.3 0.2 -0.2
H -3.05219 -3.76836 -4.95128 0.0 0.0 0.1
C -2.61427 -3.81206 -3.94930 -0.1 -0.3 -0.1
H -2.95169 -0.79499 3.18003 -0.8 0.1 -1.0
H -2.65014 -4.84817 -3.59577 0.1 0.1 -0.1
O -3.05235 -2.51696 0.87171 -1.9 8.7 1.7
C 0.35941 2.25778 -6.99367 -0.3 0.1 -0.1
H -0.16558 0.88953 -5.41789 0.2 0.2 0.1
H -0.50983 -1.91514 -0.44887 1.2 1.5 2.0
H -1.92948 1.25601 -0.89936 -0.8 -1.6 2.0
H 1.93646 -2.74463 0.79359 -1.3 2.6 0.7
H -0.56788 -3.92847 -4.60468 0.1 0.0 0.3
H 1.13140 0.76207 5.85128 0.2 0.3 -0.1
H 2.67639 0.77902 -6.57218 -0.1 0.0 -0.1
H -2.57870 1.59176 0.84503 0.9 -1.9 -1.4
H -0.65202 2.15300 6.71113 0.1 0.0 0.1
C 1.74954 0.31650 -6.21447 0.0 -0.3 0.1
O 1.74640 1.50233 5.71791 0.1 -0.1 -0.2
C 1.74049 1.85214 8.09617 0.3 0.0 0.2
C 1.41698 -1.71069 1.07194 -2.3 4.2 1.2
H -0.10304 3.40806 5.60850 0.1 0.0 0.2
H -3.23981 -3.22417 -3.26821 0.1 0.1 -0.1
H -1.50699 -1.75243 -5.44154 0.0 0.0 0.1
O -3.20244 -0.30560 -0.05491 0.6 -1.1 3.3
H 1.08391 0.99012 8.25969 -0.1 0.1 0.0
H -1.68639 -1.19742 -3.76108 -0.1 -0.1 -0.1
O -0.64438 -3.39132 -2.63726 0.2 0.0 0.2
H -0.54749 2.20634 2.19895 1.1 -2.3 -0.6
H -0.07655 1.66820 -7.80605 0.1 0.1 0.0
H 2.76931 1.48384 8.17089 -0.1 0.1 0.0
Cl -4.72698 0.59652 2.54538 0.5 -0.1 0.1
H 1.35524 -0.33126 -7.00351 0.1 0.0 0.1
C 1.49311 2.47278 6.73048 -0.5 -0.3 0.3
C -1.18330 -3.29840 -3.95338 -0.5 0.4 0.3
H 3.73472 -2.22195 2.55766 -0.3 2.3 0.7
H 4.29198 -0.34787 2.77690 -1.8 -1.9 0.5
O 1.27687 2.18126 -4.77300 0.0 0.1 0.2
C 2.06562 -0.70436 2.21349 -2.4 0.7 -1.3
C -2.17047 0.72521 0.13678 1.5 1.6 0.7
H -0.15741 3.73510 7.35640 0.0 -0.1 -0.1
H 3.21926 -1.29803 4.12632 0.6 0.5 -2.4
```
Forces are in eV/Å.

Partial charges, natural (NBO), in e: atom 1 (H): 0.2169, atom 2 (C): -0.6294, atom 3 (C): -0.1059, atom 4 (H): 0.1783, atom 5 (H): 0.1967, atom 6 (C): 0.8710, atom 7 (C): -0.6675, atom 8 (H): 0.2685, atom 9 (C): 0.0918, atom 10 (C): -0.2303, atom 11 (H): 0.2176, atom 12 (C): -0.2529, atom 13 (C): -0.1904, atom 14 (N): -0.6588, atom 15 (H): 0.4591, atom 16 (H): 0.2199, atom 17 (H): 0.4579, atom 18 (H): 0.2119, atom 19 (C): -0.6339, atom 20 (H): 0.2063, atom 21 (C): -0.6310, atom 22 (H): 0.4262, atom 23 (H): 0.2193, atom 24 (O): -0.5464, atom 25 (C): -0.6289, atom 26 (H): 0.1783, atom 27 (H): 0.2296, atom 28 (H): 0.2340, atom 29 (H): 0.2501, atom 30 (H): 0.1749, atom 31 (H): 0.4647, atom 32 (H): 0.1980, atom 33 (H): 0.2018, atom 34 (H): 0.1985, atom 35 (C): -0.6313, atom 36 (O): -0.7269, atom 37 (C): -0.6298, atom 38 (C): -0.2407, atom 39 (H): 0.2158, atom 40 (H): 0.2052, atom 41 (H): 0.2069, atom 42 (O): -0.5288, atom 43 (H): 0.1985, atom 44 (H): 0.2012, atom 45 (O): -0.7177, atom 46 (H): 0.2288, atom 47 (H): 0.2093, atom 48 (H): 0.2193, atom 49 (Cl): 0.1286, atom 50 (H): 0.2097, atom 51 (C): 0.0932, atom 52 (C): 0.0952, atom 53 (H): 0.2257, atom 54 (H): 0.2387, atom 55 (O): -0.7179, atom 56 (C): 0.0024, atom 57 (C): -0.1272, atom 58 (H): 0.2127, atom 59 (H): 0.2331